Entry 1:
This record from the OMol25 dataset describes 2 unconnected molecules or ions with the total composition C17H30N3O5S2. The level of theory is ωB97M-V/def2-TZVPD.

XYZ file:
```
57
Properties=species:S:1:pos:R:3:mulliken_spin:R:1
O -0.06029 5.55942 0.54953 0.00
O -5.93124 -2.41386 -1.27538 0.00
H 2.16057 -1.52900 -2.63293 0.00
O 2.71588 -1.29013 1.72289 0.52
C 0.38443 -1.49142 -0.67807 0.01
H 1.33906 -4.17358 -0.82304 0.00
N -5.84464 -0.65786 0.04002 0.00
H 0.19298 -2.36753 -1.30937 0.00
C 0.96748 7.29011 -1.21780 0.00
C 2.66332 -1.86522 -1.72303 0.02
C -0.37955 2.99243 -0.00678 0.00
S -3.71779 -0.96201 -1.66172 0.00
H 1.28208 -5.28583 0.53653 0.00
C -7.02469 -2.35298 -0.48892 0.00
C -1.90181 -1.95571 0.25078 0.00
H -0.46108 -3.81297 0.93345 0.00
C 1.91364 -1.31474 -0.49798 -0.02
C -5.23549 -1.30857 -0.88240 0.00
H 2.08612 0.62780 -1.34917 0.00
C 2.21088 -3.73541 2.48237 0.00
H 1.95430 -3.07055 3.30454 0.00
H 2.83659 -4.63623 0.01107 -0.01
C 1.60407 -3.26717 1.16697 -0.01
H -3.31788 -0.32351 0.60010 0.00
C -2.67794 -0.70687 -0.19201 0.00
C 0.26960 5.16078 -0.53735 0.00
H 1.83758 -4.73671 2.70754 0.00
C 0.09221 -2.95807 1.33857 0.02
C 2.24412 7.50607 -0.43662 0.00
O 0.76486 5.89919 -1.52965 0.00
H 3.36647 0.25509 -0.18844 0.00
H 0.00910 -0.62768 -1.23609 0.00
H 1.74088 0.66770 0.38911 0.00
H 2.41531 8.57404 -0.29848 0.00
H -1.33124 3.34963 0.38149 0.00
C 2.30018 0.15499 -0.38631 0.01
H 1.01288 7.77805 -2.18934 0.00
H -2.40006 -2.40881 1.11123 0.00
H 0.48402 -0.65940 2.60836 0.00
H -2.01049 0.11236 -0.46886 0.00
H 3.68333 -1.47550 -1.73397 0.00
H -0.51383 2.05388 -0.53676 0.00
H 2.18251 7.03774 0.54449 0.00
H 2.73220 -2.94619 -1.73748 -0.01
H 3.29775 -3.78021 2.40476 0.00
C -0.42756 -1.70867 0.60935 0.00
H -0.16751 -2.90039 2.39778 0.00
H -7.77462 -3.11786 -0.60359 0.00
S -0.39512 -0.22419 1.70013 0.00
H 0.31992 2.84911 0.81462 0.00
O 0.15471 3.90576 -0.97076 0.00
N 2.32540 -2.02562 0.75367 0.42
H 3.09463 7.08584 -0.97410 0.00
H -1.92106 -2.68550 -0.56504 0.00
N -7.02412 -1.35203 0.30385 0.00
H 0.09946 7.66416 -0.67648 0.00
C 1.77948 -4.39616 0.14472 0.02
```

2S+1   2
Kohn-Sham gap (alpha / beta)   0.320 / 0.353 Eh
ΔE to the lowest compared entry with this formula, charge and spin   0.0 kcal/mol
Expectation value of S²   0.7542
DFT total energy   -54491.5441 eV

Entry 2:
This record from the OMol25 dataset describes a molecular structure, C17H30N7PSeSr in a non-equilibrium geometry. The level of theory is ωB97M-V/def2-TZVPD.

XYZ file:
```
57
Properties=species:S:1:pos:R:3:mulliken_charge:R:1
C 2.32418 -3.53022 0.63491 -0.95
N -1.72375 1.81271 0.18016 -0.74
H -1.62535 4.51874 0.81589 0.39
N 0.99915 -4.08383 0.92898 0.24
P 2.08520 1.62452 -0.85609 0.51
H -2.74151 -0.81373 -2.49137 0.06
H -2.99414 -5.39308 0.86737 0.30
H 4.61567 0.66015 -2.12507 0.32
C 5.65557 -0.79010 0.74638 -0.48
H 2.62100 -3.79367 -0.37645 0.36
H -4.84926 1.87330 -0.55338 0.11
C -2.47779 -4.60980 0.32043 -0.86
C 3.52769 0.69868 -0.26505 0.89
C 2.15344 3.18265 0.10361 -1.25
H 3.14358 3.63003 0.03619 0.41
N -1.09148 -4.56507 0.78583 0.20
H -5.05714 3.98494 -0.63522 0.39
H 4.60113 -0.74645 2.61833 0.43
C -2.50006 4.21112 1.39090 -1.02
C -0.58918 -5.27369 1.86710 -0.36
H -3.01899 5.10961 1.70582 0.26
N -3.40880 3.40462 0.57835 0.09
H 3.49287 2.73987 -2.51868 0.40
C 5.65313 -0.39263 -0.58173 -0.71
H -1.19978 -5.93164 2.46261 0.43
H -5.80970 0.56642 -1.90502 0.17
C 4.59326 -0.45020 1.57654 -0.70
H -1.17886 2.47581 0.72063 -0.03
H -2.18000 3.67539 2.28613 0.40
H -5.50417 3.16097 0.89223 0.38
H 2.70990 0.54848 1.72722 0.28
H -4.95391 -0.62246 -2.78799 0.21
H 1.92640 2.99890 1.15273 0.35
C -0.11500 -3.83659 0.21851 -0.17
H 1.47159 -5.32003 2.64178 0.42
H 3.03033 -3.94981 1.34528 0.32
H -4.91490 4.80765 0.90225 0.29
N -3.91265 1.52585 -0.64433 -0.01
C 0.71813 -4.97386 1.95474 -0.34
H 6.48264 -0.65232 -1.22663 0.42
H 6.48927 -1.35708 1.13925 0.43
Se -0.24812 -2.79695 -1.32555 -0.46
H 1.41986 3.88494 -0.29689 0.39
Sr -0.46811 0.06321 -0.86126 1.80
C 2.54847 2.19703 -2.52830 -1.41
C 4.59408 0.35144 -1.08810 -0.28
H -2.49861 -4.83263 -0.74242 0.36
N -2.62069 -0.05629 -1.82337 -0.64
C -2.94832 2.25421 0.05400 0.46
C -3.76797 0.48034 -1.54567 0.47
H 2.63142 1.35884 -3.21828 0.41
C 3.53086 0.28137 1.06962 -0.64
H 2.32007 -2.44957 0.73003 0.39
H 1.77059 2.86416 -2.89671 0.39
C -4.79865 3.84641 0.41590 -1.01
N -4.94425 0.08550 -2.07478 -0.38
H -2.96834 -3.65618 0.49868 0.30
```

2S+1   1
Kohn-Sham gap   0.305 Eh
Charge   +2
ΔE to the lowest compared entry with this formula, charge and spin   7.2 kcal/mol
DFT total energy   -104007.9697 eV